# 1
The following is a DFT calculation (wB97M-V/def2-TZVPD) of a molecular structure, C8H24O4Si3 in a non-equilibrium geometry.

Each line ends with the Mulliken charge.
Cartesian coordinates (Å):
1 O -1.2638 2.6590 -1.5323  -0.57
2 O 3.0063 -1.4075 1.3483  -0.53
3 O -0.9163 -0.0783 -1.0644  0.06
4 O 0.3329 -1.0730 1.1194  -0.04
5 C -0.6777 2.4750 -2.7468  -0.57
6 C 4.2557 -1.1326 1.8643  -0.73
7 C -3.5230 0.6323 -1.9883  -1.32
8 C -2.3552 1.5924 0.7901  -0.79
9 C 1.5276 0.4087 3.1501  -1.16
10 C 1.9522 1.0383 0.1445  -0.70
11 C -2.0584 -2.4000 0.1839  -1.01
12 C 0.6698 -2.4762 -1.2169  -1.08
13 Si -2.0052 1.1827 -1.0015  0.55
14 Si 1.7116 -0.3013 1.4030  0.44
15 Si -0.4966 -1.5174 -0.2037  0.44
16 H 0.2940 2.1053 -2.5508  0.19
17 H -1.2012 1.7509 -3.4302  0.20
18 H -0.5134 3.4229 -3.2057  0.27
19 H 5.0605 -1.7880 1.4558  0.24
20 H 4.2546 -1.5097 2.8877  0.27
21 H 4.5611 -0.1425 1.6514  0.32
22 H -3.3413 0.5397 -3.0890  0.29
23 H -4.2173 1.4330 -2.0976  0.44
24 H -4.1428 -0.1128 -1.6254  0.46
25 H -2.7171 0.6545 1.1973  0.26
26 H -1.3934 1.7700 1.2797  0.13
27 H -3.0115 2.4917 0.8249  0.40
28 H 0.6796 1.0660 3.3182  0.37
29 H 2.3818 1.0545 3.3063  0.33
30 H 1.4425 -0.3814 3.8663  0.31
31 H 2.6157 1.8739 0.3857  0.51
32 H 0.9896 1.5010 -0.2512  0.03
33 H 2.3470 0.4110 -0.6970  0.22
34 H -2.0838 -2.7227 1.2010  0.33
35 H -2.8501 -1.6804 0.0468  0.20
36 H -2.1820 -3.3229 -0.4533  0.31
37 H 1.6878 -2.3606 -0.8957  0.28
38 H 0.6582 -2.1153 -2.2424  0.29
39 H 0.5212 -3.5399 -1.1326  0.39

Forces on the atoms, in the same order (eV/Å):
O -2.581 -2.073 1.996
O -2.323 0.504 -1.023
O -0.001 -0.760 0.653
O -0.719 -0.568 0.198
C 0.601 -0.525 -1.710
C 1.112 -2.186 0.435
C 1.543 2.218 -2.007
C 0.254 0.155 -1.028
C 0.189 0.191 -1.139
C -0.821 -0.131 -1.379
C 0.129 -0.855 -0.756
C 0.398 0.046 -0.624
Si 0.728 0.548 0.622
Si 1.004 0.781 1.653
Si -0.383 1.736 -1.258
H 1.359 -0.818 -0.308
H 0.308 0.736 0.352
H -0.268 0.754 -0.788
H -0.720 0.275 -0.528
H 0.205 1.062 0.572
H 0.425 1.285 0.484
H 0.356 -0.761 0.862
H -0.602 1.313 0.521
H -0.623 -2.036 0.792
H -0.723 0.180 0.527
H -0.118 0.269 -0.055
H 0.265 -0.914 0.453
H -0.371 -0.025 -0.424
H 0.515 -0.080 0.496
H 0.307 -0.456 0.637
H 0.173 -0.394 -0.020
H 1.056 -0.704 0.716
H 0.018 0.908 0.218
H 0.001 -0.260 0.830
H -0.602 -0.085 -0.204
H -0.074 1.135 0.474
H 0.602 0.378 0.398
H -0.218 -0.375 -0.294
H -0.401 -0.468 -0.343

As for the energy relative to the best compared isomer or geometry (same formula, charge and spin): 22.15 kcal per mole. Its net charge is 0. For the HOMO energy, the calculation gives -9.827 eV. As for the total energy: -1488.9470 a.u.

# 2
The following is a DFT calculation (wB97M-V/def2-TZVPD) of 4 unconnected molecules or ions with the total composition C8H24O8 in a non-equilibrium geometry.

Each line ends with the Mulliken charge.
Cartesian coordinates (Å):
1 O -2.7756 -0.9591 2.9164  -0.47
2 C -2.1415 -0.6953 4.1090  -0.47
3 C -0.8510 -1.6172 4.2192  -0.25
4 O -0.9599 -2.7545 3.4305  -0.50
5 H -3.6779 -0.6318 2.9330  0.25
6 H -1.8356 0.3417 4.2474  0.33
7 H -2.7341 -0.8731 5.0064  0.39
8 H -0.6572 -1.7345 5.2854  0.32
9 H -0.0758 -0.9625 3.8210  0.13
10 H -1.8686 -2.8623 3.1403  0.30
11 O -2.4400 0.6692 -0.9662  -0.70
12 C -1.2681 0.9236 -0.1849  -0.16
13 C -0.5830 -0.3031 0.3428  -0.37
14 O 0.2900 -0.9887 -0.6227  -0.45
15 H -2.1959 0.2661 -1.8026  0.32
16 H -0.5065 1.6136 -0.5480  0.03
17 H -1.6716 1.1419 0.8039  0.38
18 H -1.1952 -1.1288 0.7055  0.35
19 H 0.0308 -0.0149 1.1962  0.19
20 H -0.2380 -1.4489 -1.2792  0.24
21 O -0.7763 -0.1820 -3.2753  -0.40
22 C -0.8182 0.8084 -4.2470  -0.33
23 C -1.2359 2.1372 -3.5494  -0.42
24 O -2.6105 2.0942 -3.1979  -0.59
25 H -0.7364 -1.0403 -3.7036  0.24
26 H 0.2478 0.8502 -4.4706  0.29
27 H -1.3747 0.4969 -5.1310  0.33
28 H -1.1018 3.0431 -4.1405  0.35
29 H -0.7735 2.3174 -2.5789  0.13
30 H -2.7518 1.5960 -2.3895  0.57
31 O 4.8223 0.0293 -1.5819  -0.54
32 C 3.8045 -0.5327 -0.7756  -0.19
33 C 3.4174 0.3211 0.5014  -0.07
34 O 4.4948 0.6784 1.2934  -0.56
35 H 5.4627 0.4183 -0.9818  0.31
36 H 2.9301 -0.6499 -1.4158  0.09
37 H 4.1617 -1.5127 -0.4594  0.28
38 H 2.7465 -0.2338 1.1573  0.14
39 H 2.9857 1.2404 0.1056  0.19
40 H 4.4603 0.1394 2.0871  0.35

Forces on the atoms, in the same order (eV/Å):
O -0.623 -0.133 -0.962
C 1.433 -0.523 2.016
C -1.195 2.440 -0.752
O 0.438 -0.737 0.405
H -0.038 0.040 -0.010
H 0.200 0.267 -0.443
H -0.656 -0.407 -0.157
H 0.076 -0.673 0.010
H 0.546 -0.392 -0.093
H -0.177 0.160 -0.045
O 0.494 0.236 0.308
C -0.866 -1.635 1.756
C 1.323 -2.286 -1.642
O 0.357 0.770 0.745
H 0.652 -0.796 -0.133
H -0.478 0.254 -0.266
H -0.318 1.570 -0.160
H -0.841 0.660 0.215
H 0.359 0.097 -0.210
H -0.217 0.198 0.129
O -1.335 -1.601 1.583
C 1.921 1.703 0.202
C -1.333 -0.745 0.284
O -0.801 0.438 -1.366
H 0.003 -0.056 -0.005
H 0.116 0.895 -1.054
H -0.390 0.497 0.107
H 0.180 -0.324 -0.353
H 1.153 -0.392 -0.357
H 0.082 0.493 0.268
O -0.177 0.593 0.147
C -0.080 0.035 1.026
C -0.488 -0.740 -1.857
O 1.481 0.265 0.630
H 0.268 0.069 0.081
H -0.095 -0.026 0.238
H -0.229 -0.299 0.214
H -0.674 -0.050 -0.664
H -0.376 0.058 0.213
H 0.308 0.076 -0.044

As for the energy relative to the best compared isomer or geometry (same formula, charge and spin): 45.94 kcal per mole. Its net charge is 0. For the HOMO energy, the calculation gives -9.631 eV. As for the total energy: -920.9937 a.u.

# 3
The following is a DFT calculation (wB97M-V/def2-TZVPD) of 3 unconnected molecules or ions with the total composition C8H25BNO4PS in a non-equilibrium geometry.

Each line ends with the Mulliken charge.
Cartesian coordinates (Å):
1 N 6.0353 -4.8585 -2.2092  -0.60
2 B 4.7579 -3.9852 -2.2128  0.33
3 P 3.1034 -4.9206 -2.4574  -0.04
4 S 1.6118 -3.8176 -3.0436  -0.38
5 H 5.6846 -5.8580 -2.1067  0.26
6 H 6.5100 -4.7595 -3.1565  0.29
7 H 4.8796 -2.8292 -2.0356  -0.01
8 H 2.7480 -5.5182 -1.1825  0.10
9 H 3.3025 -5.9939 -3.4005  0.09
10 C -1.5632 1.5512 -2.4243  -0.48
11 O -1.7056 0.1985 -2.8453  -0.41
12 C -0.8106 -0.6801 -2.1566  -0.33
13 C -1.5344 -1.4502 -1.0463  -0.49
14 O -1.9513 -0.5743 0.0053  -0.25
15 C -3.3382 -0.2629 -0.0721  -0.83
16 H -2.4195 2.1185 -2.7983  0.26
17 H -1.5374 1.6393 -1.3355  0.06
18 H -0.6473 1.9746 -2.8505  0.34
19 H 0.0499 -0.1293 -1.7585  0.27
20 H -0.4349 -1.3973 -2.8951  0.19
21 H -0.8318 -2.1659 -0.6040  0.36
22 H -2.3833 -2.0164 -1.4468  0.37
23 H -3.9264 -1.1215 0.2629  0.30
24 H -3.6384 0.0152 -1.0848  0.39
25 H -3.5384 0.5807 0.5940  0.22
26 C -2.0035 3.9935 2.3069  -0.71
27 O -0.5991 4.0878 2.0926  -0.37
28 C 0.1462 3.9140 3.3016  -0.49
29 C 0.7369 2.5024 3.3907  -0.46
30 O -0.2912 1.5183 3.5368  -0.41
31 C -0.5687 0.8446 2.3140  -0.71
32 H -2.4925 3.8919 1.3345  0.24
33 H -2.2657 3.1274 2.9192  0.31
34 H -2.3644 4.9087 2.7885  0.33
35 H -0.4722 4.1392 4.1786  0.31
36 H 0.9679 4.6387 3.2779  0.37
37 H 1.3634 2.4432 4.2883  0.40
38 H 1.3708 2.2837 2.5235  0.30
39 H 0.2323 0.1326 2.0973  0.36
40 H -0.6767 1.5410 1.4795  0.30
41 H -1.5057 0.2934 2.4306  0.23

Forces on the atoms, in the same order (eV/Å):
N -3.084 0.016 -1.476
B 3.326 -1.872 0.346
P -1.648 -0.084 0.372
S -0.182 0.373 -0.251
H 1.090 1.444 -0.585
H -0.285 -0.140 1.810
H -0.305 0.255 -0.331
H 0.701 -0.194 -0.744
H 0.362 0.223 0.875
C -0.087 -0.125 -0.233
O 0.205 0.178 0.458
C -0.556 -0.342 -0.190
C 0.586 0.353 0.135
O -0.341 -0.060 -0.424
C 0.194 0.038 0.172
H 0.092 -0.143 -0.035
H 0.038 -0.031 0.004
H -0.003 0.085 0.104
H -0.134 -0.039 0.065
H -0.006 0.030 0.106
H -0.042 0.031 -0.087
H 0.056 0.145 -0.035
H -0.130 -0.005 -0.045
H 0.040 -0.030 -0.009
H 0.114 -0.109 -0.012
C 0.137 0.098 -0.170
O -0.194 -0.191 0.450
C 0.302 -0.234 -0.559
C -0.529 0.093 0.520
O 0.280 0.358 -0.361
C -0.175 -0.095 0.207
H 0.152 0.062 0.065
H 0.051 0.015 0.019
H -0.098 -0.062 0.040
H 0.020 -0.144 -0.078
H -0.025 -0.049 0.016
H -0.002 0.041 -0.060
H -0.135 0.083 -0.002
H -0.018 -0.043 -0.152
H 0.022 -0.015 0.020
H 0.211 0.085 0.054

As for the energy relative to the best compared isomer or geometry (same formula, charge and spin): 24.45 kcal per mole. Its net charge is 0. For the HOMO energy, the calculation gives -8.675 eV. As for the total energy: -1439.7924 a.u.